No. 1
The following is a quantum chemistry calculation of a structure of composition C5H7NO, from the OMol25 dataset.

Summary:
- Net charge: 0
- Energy: -324.42941 Eh
- Frontier orbital gap: 8.4 eV
- ΔE to the lowest compared entry with this formula, charge and spin: 8.029 eV

Last column: Mulliken charge in e.
Cartesian coordinates (Å):
1 O 2.083 0.291 -0.195  -0.381
2 N -1.327 -0.460 0.630  -0.392
3 C -0.684 0.918 0.653  -0.353
4 C 1.576 0.919 -1.182  -0.402
5 C 0.297 0.035 -0.072  0.482
6 C 0.018 -1.022 1.015  -0.385
7 C -0.891 -0.560 -0.814  -0.270
8 H -1.429 0.102 -1.494  0.251
9 H 2.376 1.304 -1.890  0.246
10 H -1.216 1.667 0.064  0.259
11 H -0.434 1.263 1.658  0.240
12 H -0.821 -1.586 -1.179  0.232
13 H 0.140 -2.077 0.765  0.228
14 H 0.311 -0.795 2.042  0.245


No. 2
The following is a quantum chemistry calculation of a structure of composition C17H23BaF5NO2P2S at a distorted geometry, from the OMol25 dataset.

Summary:
- Net charge: +1
- Energy: -2472.38028 Eh
- Frontier orbital gap: 6.4 eV

Last column: Mulliken charge in e.
Cartesian coordinates (Å):
1 Ba -0.776 -1.100 -0.470  1.514
2 S 2.397 -0.120 0.000  -0.172
3 P -0.155 -0.605 2.447  0.504
4 P 0.047 0.951 -2.540  0.459
5 F 1.462 -2.440 -1.621  -0.356
6 F 4.047 -1.183 2.303  -0.336
7 F 2.578 -5.024 -1.340  -0.285
8 F 4.859 -3.753 2.552  -0.285
9 F 3.887 -5.781 0.973  -0.267
10 O -3.759 -0.626 -0.690  -0.432
11 O -2.673 -1.616 -3.037  -0.505
12 N -0.510 1.838 0.357  0.695
13 C -0.902 2.084 1.610  0.308
14 C -1.413 1.497 -3.491  -1.258
15 C 3.650 -2.110 1.377  -0.284
16 C 3.953 -3.452 1.599  0.601
17 C 1.145 -0.008 3.595  -1.375
18 C -0.828 4.458 1.259  -0.532
19 C -0.309 4.199 0.003  -0.934
20 C -1.157 3.384 2.068  -0.928
21 C -1.125 -1.554 3.701  -1.359
22 C 0.419 2.554 -1.751  -0.771
23 C -0.184 2.871 -0.418  0.067
24 C 2.825 -1.753 0.270  1.055
25 C 2.324 -2.795 -0.544  -0.748
26 C 3.457 -4.496 0.803  0.095
27 C 1.358 0.983 -3.815  -1.321
28 C -1.224 0.905 2.499  -0.975
29 C 2.729 -4.115 -0.336  0.247
30 H -0.746 -2.587 3.766  0.394
31 H -1.899 0.618 -3.937  0.328
32 H 1.302 0.052 -4.396  0.408
33 H 1.913 -0.792 3.700  0.321
34 H -2.241 -2.464 -3.371  0.285
35 H -2.245 0.553 2.225  0.374
36 H -3.439 -1.572 -3.680  0.285
37 H -4.149 -0.919 -1.556  0.226
38 H -2.131 1.917 -2.771  0.349
39 H -0.971 5.476 1.596  0.434
40 H 0.684 0.197 4.581  0.526
41 H 1.246 1.854 -4.475  0.402
42 H 1.511 2.556 -1.632  0.434
43 H 0.010 5.018 -0.632  0.481
44 H -4.537 -0.361 -0.137  0.265
45 H -2.175 -1.598 3.362  0.344
46 H 1.606 0.882 3.136  0.331
47 H -1.119 2.221 -4.268  0.381
48 H 0.078 3.357 -2.415  0.534
49 H -1.582 3.567 3.051  0.439
50 H -1.204 1.292 3.537  0.345
51 H -1.050 -1.082 4.698  0.371
52 H 2.304 0.993 -3.252  0.320


No. 3
The following is a quantum chemistry calculation of a cluster of 2 separate species, C5H8O2 in total at a distorted geometry, from the OMol25 dataset.

Summary:
- Net charge: 0
- Energy: -345.72337 Eh
- Frontier orbital gap: 10.6 eV
- ΔE to the lowest compared entry with this formula, charge and spin: 2.220 eV

Last column: Mulliken charge in e.
Cartesian coordinates (Å):
1 O -2.992 1.266 3.510  -0.126
2 O -1.706 -0.042 -0.404  -0.507
3 C -2.926 0.329 2.940  0.127
4 C -0.695 -0.143 0.300  -0.276
5 C 1.032 1.210 -0.576  -1.436
6 C 0.736 -0.286 -0.241  0.557
7 C 0.607 -1.344 -1.272  -1.483
8 H 0.817 1.571 0.391  0.429
9 H 0.624 1.731 -1.361  0.388
10 H -0.791 -0.129 1.277  0.563
11 H 0.516 -2.298 -0.794  0.396
12 H 2.083 1.267 -0.588  0.374
13 H -0.189 -1.248 -1.883  0.398
14 H 1.568 -1.344 -1.880  0.319
15 H 1.315 -0.542 0.580  0.276


No. 4
The following is a quantum chemistry calculation of a structure of composition C41H56FeN2O3P2, from the OMol25 dataset.

Summary:
- Net charge: +1
- Multiplicity: 6
- Energy: -3877.41078 Eh
- Frontier orbital gap (spin up / spin down): 7.5 / 4.8 eV
- ΔE to the lowest compared entry with this formula, charge and spin: 1.090 eV

Last column: Mulliken charge in e.
Cartesian coordinates (Å):
1 Fe -0.858 0.289 0.430  0.920
2 P -0.226 -1.102 2.638  0.785
3 P -0.687 2.694 0.497  0.638
4 O -4.143 -0.930 -4.774  -0.487
5 O -2.362 -0.422 -0.401  -1.180
6 O -0.606 -1.724 1.175  0.485
7 N 1.376 0.684 0.984  1.809
8 N 0.191 0.557 -2.315  -0.135
9 C -0.460 5.129 1.938  -1.278
10 C 0.193 2.983 3.082  -1.212
11 C 3.289 4.988 -2.270  -1.683
12 C 2.250 -0.595 -2.932  0.208
13 C 0.190 -1.223 -3.983  -0.305
14 C 3.714 -1.296 3.832  0.318
15 C -1.885 3.392 -0.724  1.624
16 C -3.249 3.376 -0.020  -1.794
17 C -1.736 -3.374 -0.203  1.977
18 C -0.692 -1.564 5.291  -1.545
19 C 4.564 -2.066 4.795  -1.771
20 C 2.913 -1.594 -3.627  -0.901
21 C 1.876 1.721 0.187  -0.037
22 C -2.825 -3.261 0.877  -1.786
23 C -3.110 -2.747 -3.729  -1.425
24 C -1.644 4.727 -1.427  -1.565
25 C -2.201 -2.602 -1.452  0.044
26 C 1.532 3.878 -0.847  -0.751
27 C -2.470 -3.297 -2.638  -0.386
28 C 3.586 2.719 -1.205  -0.898
29 C 2.381 -1.652 3.593  -0.068
30 C -3.227 -0.674 -2.543  -0.309
31 C 1.585 -0.981 2.689  0.886
32 C -3.515 -1.421 -3.673  0.921
33 C 0.856 -2.228 -4.670  -0.760
34 C 0.880 -0.407 -3.100  -0.321
35 C 1.034 2.825 -0.089  -0.206
36 C -0.810 -2.269 3.933  0.382
37 C 0.714 -2.666 -0.592  -1.310
38 C -0.381 -2.940 0.404  -0.211
39 C -2.564 -1.239 -1.441  0.039
40 C 2.147 0.094 1.918  -0.498
41 C 3.465 0.518 2.256  -1.422
42 C -0.329 -3.723 4.008  -1.575
43 C 4.218 -0.170 3.172  -1.164
44 C 2.803 3.850 -1.419  0.190
45 C -0.756 3.639 2.076  0.640
46 C 2.217 -2.423 -4.497  -0.558
47 C -1.568 -4.874 -0.498  -2.361
48 C 3.142 1.682 -0.404  -1.079
49 C -4.643 0.391 -4.704  -0.802
50 H 3.979 -1.724 -3.488  0.409
51 H 2.792 0.037 -2.242  0.371
52 H 0.740 1.391 -2.150  0.212
53 H 4.563 2.649 -1.669  0.443
54 H -0.684 0.835 -2.745  0.256
55 H -4.038 3.544 -0.753  0.490
56 H 3.766 0.809 -0.266  0.758
57 H 0.346 -1.506 5.624  0.302
58 H -5.351 0.503 -3.879  0.321
59 H -3.316 4.173 0.724  0.414
60 H -3.833 1.117 -4.585  0.268
61 H -2.532 4.976 -2.011  0.484
62 H -3.740 -3.732 0.517  0.536
63 H 5.094 -1.395 5.471  0.406
64 H 1.234 3.113 2.776  0.257
65 H -2.504 -5.307 -0.849  0.528
66 H 0.074 3.459 4.057  0.591
67 H 0.435 -1.809 -1.205  -0.186
68 H 2.913 5.942 -1.904  0.398
69 H 2.732 -3.206 -5.038  0.405
70 H -1.478 5.546 -0.727  0.181
71 H -1.095 -0.550 5.262  0.392
72 H 5.320 -2.643 4.257  0.358
73 H -1.249 -2.123 6.044  0.475
74 H 0.856 -3.515 -1.261  0.587
75 H -5.149 0.575 -5.646  0.261
76 H 1.965 -2.468 4.164  0.173
77 H -1.217 5.651 1.355  0.288
78 H 3.971 -2.760 5.388  0.334
79 H -0.430 5.590 2.927  0.444
80 H -3.316 -3.332 -4.615  0.435
81 H -2.195 -4.339 -2.716  0.574
82 H -3.532 0.359 -2.445  0.406
83 H 0.514 5.294 1.471  0.198
84 H -2.518 -3.780 1.793  0.312
85 H 4.377 5.031 -2.288  0.427
86 H -3.447 2.420 0.468  0.373
87 H -1.294 -5.396 0.422  0.426
88 H 0.578 -3.820 4.605  0.492
89 H -0.083 -3.711 1.112  0.336
90 H 0.295 -2.861 -5.347  0.440
91 H 5.219 0.176 3.402  0.448
92 H -1.875 -2.288 3.673  0.455
93 H -1.783 3.502 2.426  0.741
94 H 2.946 4.870 -3.300  0.306
95 H -1.911 2.606 -1.487  -0.497
96 H 3.872 1.413 1.812  0.555
97 H -0.142 -4.169 3.037  0.198
98 H -0.808 4.685 -2.121  0.455
99 H -0.798 -5.079 -1.243  0.443
100 H 1.663 -2.460 -0.093  0.351
101 H -0.005 1.916 3.195  0.015
102 H -3.048 -2.223 1.113  0.231
103 H -1.092 -4.328 4.501  0.459
104 H -0.874 -1.086 -4.121  0.430
105 H 0.922 4.756 -0.999  0.746


No. 5
The following is a quantum chemistry calculation of the molecule C3H3N3S at a distorted geometry, from the OMol25 dataset.

Summary:
- Structure (SMILES): C1=NC=NN=CS1
- Net charge: 0
- Energy: -678.48065 Eh
- Frontier orbital gap: 9.3 eV
- ΔE to the lowest compared entry with this formula, charge and spin: 2.684 eV

Last column: Mulliken charge in e.
Cartesian coordinates (Å):
1 S 1.624 -0.050 -0.562  -0.158
2 N -1.238 0.855 -0.517  -0.370
3 N -0.421 1.604 0.212  -0.248
4 N -0.605 -1.396 0.230  -0.455
5 C 0.843 1.384 0.287  -0.078
6 C 0.634 -1.226 0.286  -0.062
7 C -1.357 -0.414 -0.421  0.192
8 H -2.195 -0.824 -0.992  0.355
9 H 1.171 -2.054 0.808  0.399
10 H 1.545 2.121 0.669  0.425


> Look up the energy of the fourth one.

-3877.41078 Eh


> Which value of energy does entry 1 give?

-324.42941 Eh